This record from the OMol25 dataset describes C21H45N3 in the gas phase. The level of theory is ωB97M-V/def2-TZVPD.

```
69
Properties=species:S:1:pos:R:3:forces:R:3:nbo_charge:R:1
C 5.468 3.565 -1.414 -0.0140 -0.2265 0.1328 -0.599
C 4.744 2.686 -0.401 -0.1398 0.3046 -0.1228 -0.396
C 3.421 3.309 0.039 0.1745 -0.1905 0.2685 -0.387
C 2.696 2.496 1.111 -0.1431 -0.0035 -0.3491 -0.417
H 3.361 2.355 1.967 0.0206 0.0062 0.1025 0.198
H 1.841 3.080 1.461 0.0037 -0.0428 0.0679 0.206
C 2.188 1.122 0.619 0.2139 -0.0785 0.3474 -0.070
N 0.800 0.839 0.945 -0.0127 -0.0715 0.1165 -0.645
H 0.653 0.947 1.944 0.0091 0.0158 -0.0204 0.353
C -0.193 1.601 0.215 -0.2223 0.0481 0.2238 -0.203
C -1.600 1.089 0.534 0.2687 0.0453 -0.5352 -0.208
C -1.754 -0.377 0.138 -0.1080 0.0199 0.4700 -0.400
C -3.157 -0.887 0.456 0.0663 0.0148 -0.4278 -0.394
H -3.216 -1.937 0.173 -0.0430 -0.0667 0.0854 0.208
H -3.326 -0.813 1.531 -0.0429 -0.0566 0.1051 0.193
C -4.215 -0.068 -0.292 -0.1777 -0.0160 0.4143 -0.212
C -4.064 1.397 0.131 0.0797 -0.0264 -0.4048 -0.403
C -2.663 1.916 -0.184 -0.0261 0.0023 0.4322 -0.382
H -2.489 1.866 -1.262 0.0376 0.0264 -0.0966 0.193
H -2.585 2.964 0.116 0.0365 0.0487 -0.0660 0.204
H -4.790 2.023 -0.389 -0.0857 0.0313 0.0710 0.209
H -4.242 1.491 1.204 -0.0774 0.0351 0.0861 0.195
H -3.979 -0.126 -1.362 -0.0044 -0.0140 -0.0672 0.195
C -5.658 -0.618 -0.134 -0.0735 -0.0447 -0.1614 -0.019
C -6.137 -0.605 1.319 0.1317 0.0201 -0.2194 -0.617
H -5.501 -1.223 1.948 0.0532 -0.0737 0.1325 0.207
H -6.148 0.405 1.720 -0.0231 0.1202 0.1062 0.206
H -7.150 -1.000 1.375 -0.1241 -0.0437 0.0367 0.209
C -5.723 -2.060 -0.658 0.0365 0.2127 0.1432 -0.608
H -5.303 -2.125 -1.659 0.0602 -0.0482 -0.1587 0.206
H -6.757 -2.394 -0.701 -0.1159 -0.0563 -0.0085 0.207
H -5.182 -2.743 -0.009 0.0718 -0.1204 0.0332 0.206
C -6.629 0.221 -0.977 0.1545 -0.0916 0.1858 -0.609
H -7.607 -0.255 -1.003 -0.1221 -0.0396 -0.0112 0.207
H -6.758 1.216 -0.562 -0.0323 0.1411 -0.0030 0.205
H -6.269 0.314 -2.000 0.0269 0.0364 -0.1704 0.206
H -1.010 -0.973 0.668 0.0366 -0.0352 -0.0967 0.218
H -1.564 -0.479 -0.933 0.0780 -0.0151 -0.1177 0.193
H -1.759 1.177 1.616 -0.0286 0.0153 0.0715 0.186
H 0.007 1.469 -0.854 -0.0323 0.0289 -0.0399 0.185
H -0.149 2.685 0.425 0.0184 -0.0639 -0.0901 0.163
C 3.036 -0.026 1.210 -0.2139 0.1611 -0.2049 -0.199
N 2.633 -1.359 0.829 -0.0408 -0.1538 0.1048 -0.654
H 1.651 -1.481 1.050 0.0565 0.0373 -0.0344 0.373
C 2.881 -1.758 -0.554 -0.0637 -0.4797 -0.0932 -0.056
C 1.631 -1.703 -1.433 0.3069 0.1033 0.1462 -0.621
H 1.168 -0.722 -1.378 -0.1087 0.1037 -0.0239 0.211
H 0.906 -2.441 -1.094 -0.1373 -0.0765 0.0276 0.203
H 1.884 -1.918 -2.469 -0.0237 -0.0540 -0.1284 0.211
C 3.452 -3.184 -0.535 0.1481 0.3326 -0.0774 -0.211
N 4.723 -3.190 0.162 -0.0782 0.2199 0.1442 -0.629
H 4.591 -2.684 1.035 -0.0469 -0.0862 -0.0982 0.365
C 5.210 -4.525 0.434 -0.0036 -0.0005 -0.0175 -0.406
H 6.145 -4.457 0.988 0.0524 -0.1011 0.0009 0.198
H 4.502 -5.145 1.007 0.0272 -0.0016 -0.0327 0.158
H 5.406 -5.026 -0.516 0.0645 -0.1020 0.0376 0.186
H 2.713 -3.855 -0.060 -0.0272 0.0485 -0.0583 0.155
H 3.620 -3.535 -1.558 -0.0815 -0.0367 -0.0150 0.183
H 3.655 -1.102 -0.967 -0.0098 0.0036 0.0228 0.190
H 2.969 0.026 2.303 0.0959 0.1695 0.0053 0.186
H 4.083 0.111 0.928 0.0420 0.0649 0.1124 0.198
H 2.262 1.086 -0.474 0.0204 -0.0055 -0.0419 0.184
H 2.769 3.423 -0.830 -0.0448 0.0644 -0.0467 0.193
H 3.620 4.309 0.434 -0.0094 0.0653 -0.0765 0.199
H 4.561 1.706 -0.844 0.0303 -0.1246 0.0443 0.193
H 5.381 2.542 0.475 0.0029 -0.1018 0.0465 0.195
H 5.686 4.541 -0.987 0.0366 0.1179 0.0026 0.200
H 6.406 3.106 -1.718 0.1064 0.0331 -0.0925 0.209
H 4.854 3.710 -2.300 -0.0300 0.0509 -0.1192 0.200
```
Forces are in eV/Å.

## Properties
spin multiplicity: 1
molar mass: 339.61 u
gap between HOMO and LUMO: 0.3354 Ha